This record from the Open Molecules 2025 dataset describes 13 unconnected molecules or ions with the total composition C2H29O13 in a non-equilibrium geometry. The level of theory is wB97M-V/def2-TZVPD.

Positions of all 44 atoms, in Å:
C (-23.002, -24.237, -14.364)
C (-22.290, -25.263, -13.459)
O (-21.597, -26.321, -14.046)
H (-23.809, -24.744, -14.892)
H (-22.393, -23.789, -15.149)
H (-23.439, -23.356, -13.894)
H (-23.077, -25.651, -12.812)
H (-21.547, -24.712, -12.883)
O (-22.683, -20.562, -14.575)
H (-23.575, -20.273, -14.768)
H (-22.703, -21.509, -14.711)
O (-23.354, -26.917, -17.014)
H (-22.921, -26.847, -16.164)
H (-23.089, -27.774, -17.349)
O (-20.452, -22.108, -11.422)
H (-21.397, -22.248, -11.487)
H (-20.186, -22.616, -10.656)
O (-18.813, -24.181, -13.477)
H (-19.009, -23.411, -12.943)
H (-19.658, -24.616, -13.591)
O (-19.913, -27.309, -12.049)
H (-20.508, -27.156, -12.783)
H (-19.180, -26.714, -12.206)
O (-23.552, -28.397, -14.276)
H (-22.751, -27.882, -14.182)
H (-24.065, -28.187, -13.496)
O (-22.400, -26.160, -10.279)
H (-22.640, -26.427, -11.166)
H (-21.787, -26.834, -9.984)
O (-23.017, -22.830, -17.395)
H (-23.083, -22.133, -18.048)
H (-23.752, -22.673, -16.802)
O (-25.889, -27.060, -15.320)
H (-24.966, -27.308, -15.379)
H (-25.995, -26.741, -14.424)
O (-26.039, -24.084, -16.589)
H (-25.952, -24.951, -16.194)
H (-25.687, -24.186, -17.473)
O (-25.263, -27.659, -12.404)
H (-25.715, -26.816, -12.365)
H (-25.619, -28.156, -11.667)
O (-20.011, -26.059, -16.620)
H (-20.569, -26.229, -15.861)
H (-19.305, -25.509, -16.281)

Its net charge is -1. The calculation puts the orbital gap at 7.3 eV. The molecular weight is 261.2 g/mol.

Here are the Mulliken charges for atoms 1 to 4, given in e:
1. C -1.2289
2. C 0.3097
3. O -0.5792
4. H 0.1010